This record from the Open Molecules 2025 dataset describes a cluster of 2 separate species, C3H2ClNO in total at a distorted geometry. The level of theory is ωB97M-V/def2-TZVPD.

## Properties
energy	-19198.843	eV
HOMO-LUMO gap	9.7895	eV
LUMO energy	-0.5	eV
E_HOMO	-10.3	eV
relative energy (zero: lowest compared OMol25 entry of this formula, charge and spin)	87.6	kcal per mole

```
8
Properties=species:S:1:pos:R:3:forces:R:3:mulliken_charge:R:1
C 1.08385 1.19673 1.35479 -0.103 0.328 1.688 -0.211
C 1.14882 0.71778 0.28895 0.947 -0.533 -1.602 -0.694
C -0.84742 -1.44854 -0.78180 -0.758 -0.596 0.692 0.727
N -0.76981 -0.24840 -0.88502 -1.329 0.635 -1.084 -0.369
O -0.76698 -2.58140 -0.52418 0.107 0.191 -0.418 -0.380
Cl -1.92453 0.95419 -1.23947 0.548 -0.916 0.179 0.001
H 0.94670 1.24285 2.37313 -0.094 0.828 1.561 0.360
H 1.12937 0.16680 -0.58639 0.682 0.062 -1.016 0.567
```
Positions in Å, forces in eV/Å.

This record from the Open Molecules 2025 dataset describes a structure of composition C29H39AsN2O2PdS2Si2. The level of theory is ωB97M-V/def2-TZVPD.

## Properties
energy	-139522.352	eV
⟨S²⟩	6.04
HOMO-LUMO gap (alpha / beta)	5.5774 / 5.4517	eV
LUMO energy (alpha / beta)	0.3 / -2.0	eV
E_HOMO (alpha / beta)	-5.3 / -7.4	eV
relative energy (zero: lowest compared OMol25 entry of this formula, charge and spin)	21.2	kcal per mole
spin multiplicity	5

```
78
Properties=species:S:1:pos:R:3:forces:R:3:mulliken_charge:R:1
Pd -0.01472 -0.59899 -0.03553 -0.785 0.057 0.006 -0.757
C -0.50181 1.93799 3.57088 0.116 -0.039 -0.156 -1.423
C -0.67502 0.69828 2.74917 -0.185 0.010 0.311 0.298
N -0.79740 0.87157 1.36049 0.550 0.334 -0.328 1.012
N -1.37624 1.95374 0.93841 -0.385 -0.046 0.247 -0.774
C -1.62873 2.02975 -0.35010 -0.114 -0.005 -0.272 0.384
S -1.31878 0.79678 -1.50787 0.043 -0.030 0.294 -0.302
S -2.33969 3.49004 -1.00305 0.028 0.025 0.035 -0.097
C -3.33439 4.09143 0.41076 0.051 -0.114 -0.081 -0.891
C -4.65296 3.38164 0.52472 0.014 -0.011 0.043 0.492
C -4.75046 2.18156 1.22582 -0.036 -0.004 0.002 0.102
C -5.96000 1.50442 1.29360 0.003 0.043 -0.013 -0.750
C -7.08636 2.02184 0.66774 0.037 0.011 -0.002 -0.409
C -6.99898 3.22326 -0.02250 0.017 -0.006 0.014 -0.544
C -5.78825 3.89688 -0.09288 -0.001 -0.011 -0.013 -0.520
C -0.67945 -0.60233 3.26311 -0.058 -0.036 -0.147 0.766
C -0.26414 -0.85623 4.60540 -0.026 -0.037 -0.006 -1.271
C -0.26217 -2.11380 5.14339 -0.006 -0.062 0.001 -0.785
C -0.68088 -3.21162 4.37169 0.032 0.016 0.073 -0.530
C -1.06432 -3.02376 3.06333 -0.055 0.072 -0.027 -0.533
C -1.09111 -1.74932 2.46007 0.045 0.034 0.116 1.378
O -1.53470 -1.62924 1.23781 0.129 0.010 -0.237 -1.134
H -1.21762 2.69255 3.23968 0.022 0.004 0.020 0.229
H 0.49758 2.37861 3.45768 -0.012 0.000 0.016 0.210
H -0.67386 1.73981 4.62364 0.005 0.013 0.033 0.535
H -3.46197 5.15494 0.21283 -0.032 0.012 0.030 0.531
H -2.71659 3.96084 1.29530 -0.038 0.066 0.035 0.142
H -3.87510 1.77322 1.71534 0.008 0.003 -0.003 0.430
H -6.02045 0.57142 1.83913 0.004 0.002 -0.012 0.417
H -8.02880 1.49191 0.71935 0.003 0.008 0.006 0.376
H -7.87495 3.63699 -0.50595 0.008 -0.003 0.000 0.369
H -5.72125 4.83350 -0.63569 -0.007 -0.012 -0.001 0.358
H 0.08608 -0.03488 5.21469 -0.009 0.034 -0.017 0.262
H 0.06932 -2.25755 6.16398 -0.007 -0.025 -0.008 0.398
H -0.70274 -4.20516 4.80200 0.014 0.016 0.011 0.403
H -1.40858 -3.85594 2.46345 0.015 0.017 -0.011 0.469
C -0.18326 -3.00530 -2.59317 -0.092 0.012 -0.234 -1.056
Si 0.67945 -2.66347 -0.98899 0.473 0.181 0.191 1.086
C 0.37825 -4.08860 0.16391 -0.159 -0.081 0.157 -1.261
C 2.55505 -2.51550 -1.10037 0.129 -0.160 -0.106 0.573
C 3.30704 -3.49599 -1.75135 0.032 0.090 0.043 -0.654
C 4.69634 -3.44721 -1.75794 -0.024 0.014 0.005 -0.772
C 5.35370 -2.41181 -1.10783 -0.024 0.013 0.006 -0.783
C 4.61547 -1.42690 -0.46112 -0.052 -0.019 -0.049 -0.348
C 3.21912 -1.46497 -0.45016 0.153 -0.032 -0.053 0.284
Si 2.23866 -0.11426 0.41581 0.402 -0.488 -0.127 1.208
C 2.85702 1.56800 -0.10431 -0.162 0.164 -0.079 -1.075
C 2.55518 -0.24070 2.25047 -0.172 -0.003 0.176 -1.139
H 0.14225 -3.97724 -2.97868 -0.043 0.020 -0.012 0.351
H 0.04388 -2.23044 -3.32218 -0.026 -0.033 -0.020 0.054
H -1.26308 -3.04414 -2.43558 0.011 -0.032 -0.017 0.302
H 0.94874 -4.94875 -0.20302 -0.019 0.010 0.013 0.539
H -0.67862 -4.35576 0.21187 0.031 0.009 0.023 0.287
H 0.72135 -3.85656 1.17348 0.000 -0.060 -0.005 0.289
H 2.80697 -4.31227 -2.26521 0.017 -0.007 0.031 0.381
H 5.26460 -4.22080 -2.26053 -0.003 0.020 -0.007 0.395
H 6.43634 -2.37565 -1.09861 -0.007 0.010 -0.013 0.398
H 5.14010 -0.61512 0.03652 0.012 -0.040 0.007 0.339
H 3.79559 1.77191 0.41837 -0.004 0.008 0.001 0.430
H 2.14422 2.35296 0.16283 0.063 0.006 0.011 0.268
H 3.03983 1.61000 -1.17610 0.082 0.056 0.030 0.123
H 3.64042 -0.30732 2.38606 -0.018 0.012 0.011 0.554
H 2.09469 -1.12382 2.69639 0.045 0.012 0.013 0.174
H 2.18810 0.63910 2.78421 0.015 -0.048 0.016 0.233
C 1.28227 2.62895 -3.03207 -0.048 0.030 0.006 -0.890
As 1.64932 0.79308 -3.49400 -0.066 0.139 -0.057 0.473
C 3.51196 0.64579 -3.95711 0.057 -0.016 0.030 -1.000
C 0.68629 0.46208 -5.12199 -0.039 -0.052 0.026 -1.329
O 1.27744 -0.29890 -2.31051 0.056 -0.084 0.027 -0.359
H 2.12307 3.26469 -3.30476 0.002 -0.006 -0.005 0.420
H 1.10257 2.67976 -1.96228 -0.011 0.032 0.000 0.074
H 0.38496 2.95084 -3.55692 -0.010 0.012 0.013 0.412
H 3.92765 1.61828 -4.21602 0.002 -0.012 -0.007 0.396
H 3.60768 -0.03072 -4.80419 0.030 -0.029 0.008 0.407
H 4.03560 0.22252 -3.10077 0.009 0.007 0.010 0.203
H 1.02563 1.15407 -5.89231 -0.013 -0.003 -0.012 0.417
H -0.37773 0.59981 -4.93835 -0.004 -0.001 0.011 0.357
H 0.87541 -0.56374 -5.43334 -0.010 0.003 -0.020 0.397
```
Positions in Å, forces in eV/Å.